{"formula": "C42H33AsClN3O2S2Ti", "method": "the ωB97M-V functional and the def2-TZVPD basis", "charge": -1, "gap_ha": [0.2189, 0.2435], "de_lowest_kcal_mol": 0.0, "homo_ha": [-0.1402, -0.1649], "multiplicity": 2, "symbols": ["N", "H", "S", "H", "C", "H", "C", "C", "C", "H", "C", "C", "H", "O", "C", "H", "C", "C", "H", "C", "H", "C", "H", "H", "H", "H", "C", "H", "C", "C", "C", "H", "N", "C", "H", "H", "C", "H", "C", "H", "H", "C", "C", "C", "H", "H", "H", "C", "C", "C", "C", "H", "C", "H", "O", "C", "C", "Ti", "H", "H", "H", "C", "H", "As", "C", "H", "C", "N", "C", "C", "C", "S", "C", "H", "C", "C", "C", "C", "Cl", "H", "C", "H", "H", "C", "C"], "coordinates": [[0.123, 2.717, 0.139], [0.051, 2.565, 2.218], [-1.821, 0.155, -4.669], [-0.093, -1.527, 5.222], [0.789, 2.982, -2.983], [-0.872, 2.908, 0.147], [-1.283, -4.493, -1.053], [4.989, -2.099, 1.069], [-0.210, -4.236, -0.215], [1.592, -3.135, 0.054], [-3.637, -2.523, 1.680], [-0.434, -2.906, -2.632], [4.790, -2.931, 1.732], [2.043, 0.154, 2.762], [-0.709, -1.302, 3.180], [-0.514, -2.431, -3.602], [-1.195, 0.286, 4.916], [0.725, 2.955, 1.453], [7.593, -0.486, -0.401], [3.515, 3.494, -3.023], [4.588, 3.662, -3.023], [2.061, 2.210, 1.541], [2.612, 2.363, 0.611], [2.914, -1.571, 0.893], [-6.043, -2.448, -1.329], [0.595, 4.834, -4.045], [-5.734, -3.140, 0.680], [-4.192, 3.201, -1.471], [5.512, 0.005, -0.605], [3.927, -1.362, 0.583], [0.740, -3.304, -0.594], [-4.447, 4.186, 0.780], [-0.529, 0.356, -2.224], [1.281, 4.128, -3.592], [-0.108, -4.782, 0.715], [7.115, -2.415, 1.089], [0.645, -2.580, -1.797], [2.655, 2.556, 2.385], [-3.331, 2.641, 1.756], [-1.108, 0.601, 5.949], [0.547, 3.321, -0.554], [-1.391, -3.839, -2.269], [1.616, 2.048, -2.347], [1.763, 0.718, 1.720], [3.034, 5.280, -4.096], [-3.850, -1.315, -1.465], [-2.204, -4.081, -2.941], [-1.040, 0.261, -3.281], [-1.382, -0.508, 2.267], [-3.084, 1.501, -0.768], [-3.766, 2.701, -0.610], [1.649, -1.328, -3.207], [-3.899, 3.260, 0.654], [-2.289, 2.034, 4.332], [1.149, 0.155, 0.722], [-4.858, -3.179, 1.752], [3.812, 1.437, -1.652], [1.129, 0.389, -1.152], [2.612, -1.822, -1.777], [-0.284, 2.816, -3.013], [-2.960, -2.556, 2.524], [-4.147, -1.825, -0.554], [-0.234, -2.218, 2.847], [-1.555, -0.838, 0.354], [-3.276, -1.825, 0.534], [-6.692, -3.642, 0.742], [6.578, -0.734, -0.121], [3.240, 0.496, -0.915], [6.304, -1.806, 0.713], [-2.528, 0.864, 0.331], [3.001, 2.358, -2.380], [5.567, 1.396, -1.652], [2.652, 4.385, -3.619], [0.881, 4.023, 1.659], [1.620, -1.539, -2.134], [4.176, -0.305, -0.296], [-5.371, -2.470, -0.480], [-2.639, 1.443, 1.605], [-2.482, -5.665, -0.590], [-5.126, -3.718, 2.653], [-1.861, 1.092, 4.007], [-2.979, 1.073, -1.756], [-3.434, 3.093, 2.736], [-0.623, -0.910, 4.508], [-1.969, 0.694, 2.678]], "forces_ev_per_a": [[0.048, 0.075, -0.074], [-0.032, 0.053, 0.025], [-0.323, -0.054, -0.643], [0.033, 0.000, -0.007], [-0.118, 0.209, -0.255], [-0.036, -0.062, -0.030], [0.085, 0.153, -0.032], [-0.096, -0.069, -0.014], [0.033, -0.055, -0.035], [-0.014, 0.065, 0.047], [0.139, 0.003, -0.027], [0.106, 0.051, 0.039], [-0.010, 0.028, 0.039], [-0.007, -0.118, -0.181], [-0.001, -0.033, -0.105], [-0.042, 0.091, 0.013], [-0.008, 0.046, 0.055], [0.080, -0.001, -0.105], [0.011, -0.002, 0.034], [0.126, -0.343, 0.224], [-0.006, 0.128, -0.054], [-0.315, -0.299, 0.055], [0.049, 0.088, 0.045], [-0.029, -0.026, -0.034], [0.009, -0.008, -0.011], [-0.004, -0.023, -0.051], [-0.035, -0.065, 0.008], [-0.011, -0.039, -0.021], [-0.254, 0.283, -0.173], [-0.135, 0.062, -0.046], [0.000, 0.030, -0.140], [0.027, 0.020, 0.001], [-1.145, 0.053, -1.282], [-0.010, -0.123, 0.122], [-0.031, 0.018, 0.014], [0.008, 0.013, 0.024], [-0.084, -0.402, -0.030], [-0.019, -0.041, 0.013], [0.012, -0.017, 0.103], [0.005, -0.005, 0.009], [-0.044, 0.036, -0.009], [0.002, -0.065, 0.040], [1.017, 0.703, -0.418], [0.385, 0.581, 0.603], [-0.004, -0.017, -0.016], [-0.108, -0.014, -0.038], [-0.043, 0.043, 0.028], [0.091, 0.128, 0.924], [0.077, 0.052, 0.076], [0.013, -0.085, -0.068], [-0.029, -0.012, 0.048], [0.040, 0.038, 0.013], [0.017, 0.079, -0.001], [-0.010, -0.011, 0.022], [0.122, -0.638, 1.082], [-0.045, 0.003, 0.005], [0.633, -0.987, 0.629], [-0.249, -0.460, -0.034], [0.045, -0.078, -0.166], [0.017, -0.042, 0.058], [-0.058, 0.007, 0.032], [0.196, 0.027, -0.015], [0.044, 0.011, 0.036], [-0.878, -0.187, 0.498], [0.109, -0.117, -0.123], [0.000, -0.011, -0.012], [0.077, -0.160, 0.109], [0.993, 1.148, -0.703], [0.101, 0.129, -0.113], [-0.012, 0.204, 0.144], [-0.751, 0.586, -0.458], [-0.410, -0.131, 0.019], [0.054, 0.122, -0.075], [-0.031, -0.063, -0.003], [0.181, 0.040, 0.320], [0.648, -0.327, 0.270], [-0.038, 0.039, -0.049], [-0.016, 0.081, -0.295], [-0.162, -0.126, 0.073], [0.005, 0.000, 0.008], [-0.064, 0.019, -0.081], [-0.015, 0.005, -0.036], [0.001, -0.006, 0.006], [-0.024, -0.071, 0.042], [0.115, -0.155, 0.105]]}

---

{"formula": "C12H32BBrGaO9S3", "method": "the ωB97M-V functional and the def2-TZVPD basis", "charge": -1, "gap_ha": 0.2484, "homo_ha": -0.1776, "symbols": ["H", "H", "O", "H", "O", "H", "H", "H", "H", "H", "H", "H", "O", "B", "C", "H", "H", "C", "H", "C", "H", "C", "O", "C", "H", "C", "S", "S", "C", "O", "H", "Ga", "H", "H", "H", "Br", "H", "H", "H", "C", "H", "H", "O", "H", "C", "H", "O", "O", "H", "C", "H", "H", "C", "O", "C", "H", "H", "S", "H"], "coordinates": [[-5.292, -0.555, 7.347], [-4.608, -2.978, 7.260], [-3.344, -0.622, 6.856], [-4.863, 1.073, 2.654], [3.688, 2.568, -1.728], [-6.007, -2.630, 6.223], [-0.751, -0.393, 7.441], [-1.457, -1.661, -3.602], [-3.232, 0.528, 2.236], [7.082, -0.046, -4.272], [-1.247, 1.143, 6.651], [-1.567, 2.260, -2.841], [-1.905, -2.108, 5.505], [5.366, -0.685, -2.391], [-0.412, -1.738, -3.912], [2.182, -1.568, -4.114], [3.024, -0.852, -0.380], [-4.714, -0.959, 6.518], [-3.461, 3.033, 2.193], [-4.125, 1.014, 1.852], [-0.279, -1.073, -4.770], [-3.813, 2.413, 1.370], [-3.034, 0.541, -1.106], [0.526, -1.357, -2.769], [-4.529, 0.397, 1.050], [6.663, -1.013, -4.561], [-2.268, -0.738, 5.691], [2.747, 1.690, -2.450], [1.999, -1.661, -3.041], [-4.184, 2.672, -1.552], [-0.099, 0.040, 5.834], [3.300, -0.577, -1.915], [2.890, 0.984, -4.711], [-4.994, -0.413, 5.615], [-4.688, 2.900, 0.935], [2.345, -3.580, -2.687], [5.895, -0.816, -5.314], [5.399, -2.537, -3.658], [0.419, -0.292, -2.543], [3.148, 1.911, -4.194], [0.215, -1.893, -1.868], [-4.401, -2.850, 5.514], [6.224, 0.239, -1.802], [-0.687, 2.199, -1.304], [-0.957, 0.108, 6.499], [6.904, -2.191, -2.776], [-2.731, 0.026, 4.572], [1.323, 2.068, -2.362], [-1.593, 3.681, -1.754], [-4.941, -2.447, 6.368], [5.929, 1.145, -1.941], [4.221, 2.070, -4.283], [-1.565, 2.596, -1.807], [-2.731, 2.467, 0.415], [6.073, -1.741, -3.337], [-0.239, -2.769, -4.231], [7.469, -1.582, -5.030], [-3.023, 1.972, -1.069], [2.569, 2.743, -4.591]], "forces_ev_per_a": [[0.054, 0.009, 0.031], [-0.035, 0.004, 0.012], [0.004, -0.107, 0.054], [0.030, 0.006, 0.029], [0.051, 0.052, -0.139], [-0.005, 0.006, 0.020], [0.007, -0.009, -0.007], [0.016, 0.032, -0.009], [-0.013, 0.023, 0.044], [0.047, -0.045, 0.015], [-0.004, -0.002, 0.000], [0.009, -0.012, 0.007], [0.008, -0.005, 0.008], [-0.258, 0.316, -0.051], [-0.144, 0.009, 0.091], [0.105, -0.057, 0.028], [-0.178, 0.234, 0.028], [-0.187, 0.087, -0.037], [0.058, -0.005, -0.024], [0.031, -0.092, -0.194], [0.082, -0.076, -0.026], [-0.165, 0.133, 0.132], [-0.001, -0.005, -0.038], [-0.102, -0.258, 0.001], [-0.024, 0.036, -0.013], [-0.028, 0.153, 0.062], [-0.018, 0.060, -0.001], [-0.021, 0.152, 0.336], [-0.282, 0.500, -0.037], [0.000, -0.012, -0.007], [-0.006, 0.006, -0.004], [0.276, -0.628, -0.083], [-0.117, 0.082, -0.047], [0.070, -0.007, -0.026], [0.021, -0.030, -0.077], [0.072, -0.081, -0.096], [0.022, -0.048, -0.014], [0.069, -0.062, 0.062], [0.032, 0.004, -0.055], [0.146, -0.360, -0.104], [0.071, 0.107, 0.068], [-0.015, 0.012, -0.014], [0.534, -0.138, -0.938], [-0.001, -0.035, -0.030], [0.029, 0.020, -0.005], [-0.056, -0.079, -0.014], [0.018, -0.051, 0.051], [-0.007, 0.034, -0.073], [0.012, 0.000, -0.006], [0.107, -0.037, -0.007], [-0.491, 0.096, 0.786], [-0.033, 0.096, -0.015], [-0.008, 0.002, -0.021], [0.050, -0.089, 0.070], [0.228, -0.031, 0.258], [0.041, 0.034, -0.032], [-0.105, -0.055, -0.081], [-0.031, 0.056, 0.040], [0.038, 0.057, 0.092]]}

---

{"formula": "C17H32O4", "method": "the ωB97M-V functional and the def2-TZVPD basis", "smiles": "CCCCCCCCCCCC[C@H](C(=O)O)[C@H](C)C(=O)O", "charge": 0, "gap_ha": 0.3673, "de_lowest_kcal_mol": 322.9, "homo_ha": -0.3535, "symbols": ["C", "H", "H", "H", "H", "C", "C", "C", "H", "O", "C", "H", "H", "C", "O", "H", "C", "C", "H", "H", "C", "H", "H", "C", "H", "H", "H", "H", "H", "H", "H", "H", "O", "H", "H", "H", "H", "H", "O", "C", "H", "H", "H", "H", "C", "H", "C", "H", "H", "C", "C", "C", "C"], "coordinates": [[-3.913, -7.388, -2.018], [2.652, 1.374, -1.105], [-4.939, -4.836, -1.538], [-4.713, -7.174, -2.620], [1.937, -1.025, -0.165], [-3.136, -6.206, -1.819], [2.956, 3.125, 0.208], [2.132, 1.812, -0.092], [-2.012, -3.334, -2.288], [0.919, 5.306, -0.866], [3.709, 5.800, 0.844], [-3.726, -2.655, -2.279], [2.591, 0.802, 1.364], [-2.765, -2.898, -1.881], [-0.317, 4.912, 0.986], [3.126, 6.296, 0.067], [-3.872, -5.304, -0.916], [1.264, -0.431, 0.376], [0.993, 1.286, 1.638], [3.757, 3.709, 4.602], [2.035, 4.036, 0.994], [-4.322, -5.651, -0.057], [-0.859, 5.176, 0.407], [-3.108, -3.909, -0.537], [-2.127, -0.849, -1.821], [3.030, 3.732, -0.880], [4.014, 6.858, 1.247], [1.079, -1.064, 1.249], [-2.022, -6.429, -1.287], [1.409, 3.482, 2.000], [-0.314, 0.285, -0.904], [1.148, 2.116, -0.671], [2.939, 4.371, 4.214], [2.059, 5.794, 2.359], [-3.245, -8.233, -2.782], [-2.270, -4.288, -0.071], [3.702, 2.733, 0.809], [-2.712, -5.522, -2.601], [4.763, 3.854, 2.822], [2.901, 5.140, 1.753], [-4.046, -7.931, -1.165], [-3.051, -1.137, -0.451], [-0.837, -2.317, 0.395], [-0.802, 0.119, 0.342], [3.662, 4.457, 3.076], [-0.035, -2.190, -1.065], [-0.123, -0.351, -0.292], [4.664, 5.134, 0.612], [-3.540, -3.274, 0.247], [0.848, 4.853, 0.384], [1.670, 0.887, 0.863], [-2.228, -1.506, -1.206], [-0.928, -1.547, -0.480]], "forces_ev_per_a": [[4.226, -3.791, -5.103], [-0.769, 0.149, 2.829], [2.823, -1.591, 1.422], [-2.618, 0.215, -0.979], [1.359, -0.200, -1.284], [5.498, 2.492, 2.231], [-5.250, 0.334, -3.782], [-1.481, 3.552, -8.727], [4.250, -2.594, -3.848], [-0.094, -1.866, 6.128], [4.827, 4.312, -1.354], [-0.171, -0.379, -1.156], [1.306, -1.148, 1.916], [-3.606, 2.892, 8.502], [7.055, -3.608, 8.030], [0.071, -1.303, -1.013], [-2.723, 6.535, -2.365], [-3.498, -1.157, 0.615], [-0.096, -0.022, -0.645], [-3.286, 2.046, -0.113], [-2.123, 0.615, 5.674], [-0.562, -1.425, 1.959], [-6.995, 3.678, -7.184], [-1.600, 0.102, -2.923], [0.695, 7.624, -7.720], [0.866, -1.954, 3.019], [0.459, -2.044, 0.045], [0.010, -0.011, 0.212], [-2.810, 0.134, -0.908], [1.927, 1.064, -3.033], [-0.681, 7.011, -8.961], [1.562, 0.295, 0.719], [5.146, -2.674, -0.078], [2.051, -0.994, -1.744], [-1.845, 2.335, 2.153], [2.607, -0.368, 0.637], [2.460, 0.444, 0.778], [-1.044, -1.269, -0.343], [-3.961, 2.204, 2.323], [-5.041, -1.720, 6.562], [-0.933, -1.220, 2.292], [1.307, -0.650, -1.349], [-0.887, 1.874, -0.747], [-0.713, 1.586, 3.022], [1.457, -1.181, -5.149], [-2.522, 0.679, 0.066], [1.150, -5.167, 7.843], [-2.068, 1.795, -0.130], [-0.733, -0.372, -0.392], [1.979, -0.002, -7.807], [1.527, -0.595, 3.047], [-3.072, -7.842, 7.633], [4.564, -6.823, -0.822]]}

---

Calculated largest force on an atom in order - 0.03345 0.02116 0.22165 Eh/bohr
Calculated M in order - 834.12 577.02 300.44 g mol⁻¹
Calculated total energy in order - -6277.05650 -6871.85844 -967.47162 Ha